[1]
Computed, not measured: a molecular structure, C33H83NO9 in a non-equilibrium geometry, with wB97M-V/def2-TZVPD.

The calculation puts the energy above the lowest of the compared OMol25 structures with the same formula, charge and spin at 735.5 kJ/mol. The orbital gap comes out at 8.540 eV.

Each line ends with the Mulliken charge.
Element x y z (Å)
O -11.353 -9.368 -4.202  -0.3844
O -10.366 -6.513 -8.155  -0.6271
O -14.416 -9.039 -0.877  -0.4199
O -13.845 -5.505 -3.019  -0.6902
O -17.664 -4.221 -6.360  -0.4932
O -17.090 -7.795 -0.314  -0.2743
O -18.993 -9.767 -1.836  -0.4760
O -12.099 -8.741 -7.304  -0.3148
O -13.451 -0.127 -6.656  -0.5774
N -18.695 -9.958 -3.221  1.0255
C -9.220 -8.410 -4.779  -1.2143
C -14.012 -6.794 -3.601  1.1628
C -21.105 -9.676 -3.989  -1.8160
C -16.955 -11.575 -2.713  -1.5731
C -18.775 -4.568 -8.390  -1.7421
C -17.264 -7.782 1.082  1.0551
C -12.849 -9.269 -8.411  0.4350
C -9.569 -10.039 -2.858  -1.5570
C -15.146 -0.505 -5.082  -1.3430
C -13.353 -8.107 -0.967  2.1427
C -18.065 -6.561 1.388  -1.4870
C -18.478 -6.449 -6.754  0.0951
C -19.639 -7.714 -3.641  -2.0140
C -11.362 -5.515 -6.215  -0.1265
C -19.664 -9.199 -4.046  1.6887
C -18.742 -4.973 -6.956  0.5964
C -18.031 -9.061 1.507  -1.3566
C -19.190 -12.413 -3.336  -2.0525
C -14.623 -6.622 -4.988  -1.3706
C -13.780 -10.348 -7.836  -1.1289
C -12.082 -8.706 -0.485  -1.5264
C -13.676 -6.866 -0.109  -2.0068
C -10.882 -5.279 -7.617  0.5814
C -19.060 -9.209 -5.456  -0.4663
C -13.725 -8.142 -9.030  -1.1126
C -14.801 -7.650 -2.665  -0.5307
C -14.606 -0.972 -6.403  0.2203
C -9.961 -9.626 -4.277  0.8182
C -18.821 -10.647 -5.908  -1.1764
C -18.205 -11.275 -3.593  1.6839
C -9.771 -4.234 -7.662  -1.5201
C -14.098 -2.414 -6.402  -0.7068
C -17.722 -11.281 -5.052  -1.1564
H -16.401 -8.417 -0.581  -0.1471
H -18.160 -8.612 -5.593  0.0056
H -19.709 -4.849 -8.906  0.4600
H -13.033 -7.301 -9.165  0.3153
H -8.610 -10.571 -2.904  0.4669
H -15.011 -8.679 -2.968  0.1669
H -21.415 -10.494 -4.646  0.2953
H -11.629 -7.995 -7.713  0.0448
H -16.298 -12.249 -3.263  0.4650
H -14.575 -0.842 -4.211  0.3283
H -9.436 -6.639 -7.957  0.2872
H -15.635 -6.212 -4.952  0.4957
H -21.385 -9.993 -2.984  0.3356
H -10.226 -10.703 -2.303  0.2978
H -16.126 -0.939 -4.851  0.3417
H -17.011 -3.955 -7.010  0.2106
H -19.763 -11.180 -5.772  0.3160
H -15.340 -0.759 -7.181  0.3572
H -14.321 -6.248 -0.742  0.6408
H -20.074 -12.389 -3.986  0.3393
H -12.945 -0.269 -5.846  0.3699
H -14.259 -10.814 -8.700  0.4234
H -11.318 -8.090 -0.968  0.3561
H -18.891 -6.508 0.676  0.2739
H -19.601 -4.568 -6.418  0.2723
H -20.003 -7.500 -2.633  0.3884
H -14.119 -9.887 -0.542  0.2956
H -18.433 -6.826 -5.735  -0.7069
H -19.651 -12.421 -2.348  0.3863
H -15.733 -7.132 -2.428  0.3216
H -18.576 -10.675 -6.972  0.4554
H -16.441 -10.620 -2.580  0.0381
H -18.659 -7.238 -3.688  0.1786
H -14.469 -9.858 -7.151  -0.0359
H -17.654 -12.293 -5.454  0.4493
H -18.477 -6.612 2.399  0.4041
H -14.620 -7.830 -8.505  0.1878
H -12.054 -6.350 -6.108  -0.4052
H -17.571 -6.798 -7.253  0.0120
H -13.817 -8.365 -10.098  0.4478
H -14.609 -7.508 -5.622  0.0836
H -14.067 -5.894 -5.582  -0.0949
H -14.341 -7.858 -1.691  -0.2438
H -10.007 -3.456 -6.935  0.3596
H -9.307 -9.159 -2.266  0.3233
H -11.904 -8.666 0.592  0.3671
H -13.218 -7.745 -1.990  -0.7355
H -11.945 -9.749 -0.782  0.4304
H -17.575 -9.969 1.108  0.3171
H -13.364 -2.612 -7.183  0.3765
H -8.779 -4.597 -7.371  0.4202
H -19.017 -9.068 1.031  0.2337
H -13.553 -2.616 -5.472  0.2782
H -19.835 -8.843 -6.140  0.4061
H -11.769 -5.068 -8.217  0.1652
H -17.539 -5.608 1.319  0.3393
H -18.793 -13.401 -3.582  0.4726
H -21.771 -8.881 -4.331  0.5171
H -9.386 -7.525 -4.161  0.2445
H -12.845 -6.212 0.158  0.2913
H -11.626 -9.061 -5.076  0.0949
H -18.166 -9.351 -1.560  0.2834
H -17.211 -12.042 -1.763  0.3392
H -16.259 -7.774 1.519  0.0502
H -9.467 -8.199 -5.821  0.1954
H -20.303 -7.096 -4.251  0.4598
H -13.487 -5.690 -2.143  0.3283
H -9.809 -10.459 -4.974  0.2147
H -15.222 0.580 -5.056  0.3763
H -12.085 -9.737 -9.037  0.3943
H -18.182 -5.193 -9.068  0.3614
H -9.536 -3.920 -8.680  0.3885
H -13.248 -11.167 -7.350  0.4138
H -11.982 -4.669 -5.893  0.1645
H -8.130 -8.520 -4.771  0.4805
H -16.788 -10.739 -5.198  0.3504
H -18.748 -3.499 -8.585  0.4504
H -18.250 -9.121 2.574  0.4600
H -14.857 -3.199 -6.377  0.0059
H -12.990 -7.190 -3.703  0.1916
H -10.631 -5.603 -5.409  0.3324
H -19.258 -6.959 -7.332  0.4134
H -14.191 -7.114 0.818  0.2998


[2]
Computed, not measured: 8 unconnected molecules or ions with the total composition C33H85N3O11 in a non-equilibrium geometry, with wB97M-V/def2-TZVPD.

The calculation puts the energy above the lowest of the compared OMol25 structures with the same formula, charge and spin at 5.6 kJ/mol. As for the spin multiplicity: 2. The orbital gap (spin up / spin down) comes out at 1.350 / 9.391 eV. As for the charge: -1.

Each line ends with the Mulliken spin population.
Element x y z (Å)
O 1.773 0.959 -3.180  -0.0521
O 1.068 6.417 -2.677  -0.1443
O 6.646 -3.861 0.308  -0.0988
O -4.152 3.539 -1.164  -0.3002
O -1.443 2.632 3.108  -0.3140
O -1.795 4.167 -4.926  -0.0939
O -4.041 -6.829 -3.132  -0.1515
O 0.485 0.484 2.792  0.2075
O -1.144 -2.981 -1.043  -0.1792
O 4.932 0.191 4.089  -0.1710
O 1.815 -3.215 5.028  -0.1919
N -3.533 -3.842 -2.865  -0.1542
N 0.451 3.479 -3.230  -0.0044
N 2.304 -0.443 4.781  -0.4094
C -4.893 -4.478 -2.809  0.0283
C -0.430 3.323 5.054  -0.0664
C -4.247 -8.023 -3.926  0.1051
C 5.619 -3.590 1.209  -0.1415
C 3.931 1.235 4.198  0.1022
C 1.432 -0.738 0.993  -0.0253
C -4.845 -5.782 -3.629  0.0327
C -4.952 2.411 -1.272  0.1610
C -0.914 3.383 -2.740  -0.2944
C 2.951 0.773 5.250  0.1091
C 1.348 -0.937 5.790  0.0892
C -2.314 5.386 -4.487  0.0716
C 4.273 -3.450 0.513  0.1233
C -6.186 2.541 -0.371  0.1387
C 1.010 -0.240 -3.128  -0.0360
C 0.444 4.111 2.836  0.0848
C -3.506 -2.758 -1.828  0.1905
C -0.746 -4.065 -1.966  0.2429
C -0.799 3.703 3.650  0.1239
C 6.091 0.657 3.339  0.5307
C 0.836 7.742 -2.229  0.2373
C -4.162 1.228 -0.776  -0.0700
C 1.968 -1.352 -2.713  0.0406
C 0.363 -0.429 -4.552  0.0847
C 0.136 -0.097 1.563  -0.1818
C 5.561 -4.923 2.019  0.0516
C 1.403 3.946 -2.263  0.1604
C -0.471 0.929 0.641  -0.2301
C 1.186 5.409 -1.677  0.0183
C -2.126 -2.117 -1.599  -0.4354
C 1.503 -4.439 4.296  0.2265
C -1.861 3.139 -3.931  -0.0397
C 0.743 -2.282 5.196  0.1056
H 3.072 -1.074 4.600  0.0760
H 1.126 3.321 2.521  -0.0627
H 1.984 -1.240 1.787  -0.0218
H 4.352 2.142 4.632  -0.0451
H 1.858 -1.108 6.738  0.0349
H 0.433 2.657 5.068  0.1227
H 0.239 -0.075 -2.375  0.0002
H -5.229 -4.690 -1.794  0.0372
H 1.141 -0.092 3.192  -0.0583
H -4.463 -5.545 -4.622  0.0151
H 0.169 1.777 0.397  0.1244
H -3.856 -3.243 -0.916  0.0942
H 0.385 4.152 -3.981  -0.0016
H 5.822 0.755 2.288  -0.0338
H -0.811 1.909 3.108  0.1249
H 1.137 -1.439 0.213  0.0002
H -1.131 4.330 -2.246  0.0208
H 2.106 5.560 -1.112  -0.0575
H 0.358 5.492 -0.973  0.0442
H -0.623 -0.878 1.610  0.1635
H -2.555 5.956 -5.384  -0.0315
H -0.328 4.239 5.636  -0.0294
H -1.492 2.218 -4.381  0.0634
H -3.754 -7.887 -4.888  -0.0169
H -5.880 2.608 0.673  0.0238
H -0.051 7.873 -1.609  -0.0333
H 2.110 -0.017 0.536  0.0636
H -6.773 3.396 -0.706  -0.0392
H 1.648 8.036 -1.563  -0.0054
H 4.276 -2.559 -0.115  0.0527
H -3.296 5.421 -4.016  0.0028
H -5.870 -6.139 -3.733  0.0262
H -2.275 -1.242 -0.965  0.1556
H -0.657 0.467 -0.329  0.1009
H -1.811 -1.813 -2.597  0.1129
H -1.540 -4.811 -1.987  0.0190
H 3.499 -3.170 1.229  -0.0754
H -2.942 -4.629 -2.640  -0.0156
H -4.346 -2.126 -2.118  0.0374
H 0.046 4.545 1.919  0.1143
H 2.534 -1.680 -3.586  -0.0131
H 0.067 -2.729 5.925  -0.0276
H -3.377 0.900 -1.458  -0.0304
H 0.160 -2.111 4.291  0.0382
H 3.444 0.702 6.220  -0.0001
H 0.919 4.882 3.442  -0.0497
H 6.940 -0.026 3.300  -0.0992
H 1.121 1.664 -3.166  0.0169
H 2.228 1.573 5.410  0.0015
H -1.553 4.487 3.721  -0.0074
H -5.294 2.261 -2.296  0.0583
H -0.179 -1.358 -4.729  -0.0135
H 6.500 1.596 3.710  -0.0474
H -1.448 1.183 1.051  -0.0820
H 3.433 1.544 3.280  -0.0151
H 0.768 8.434 -3.068  -0.0231
H 2.323 -5.153 4.227  0.0119
H 3.918 -4.311 -0.053  -0.0392
H -5.304 -8.126 -4.170  -0.0003
H -6.815 1.652 -0.314  -0.0479
H 1.403 -2.219 -2.371  0.0372
H -4.822 0.375 -0.625  0.0734
H -5.681 -3.846 -3.218  -0.0103
H -1.522 5.971 -4.019  0.0394
H 1.160 -0.513 -5.290  -0.0135
H -2.883 2.864 -3.671  0.0785
H 0.692 -4.919 4.844  -0.0559
H 4.630 -5.033 2.575  0.0433
H 0.552 -0.205 5.926  -0.0433
H -0.404 -3.845 -2.978  0.0722
H 2.410 3.969 -2.681  0.0569
H 1.130 -4.336 3.277  0.0584
H -1.252 2.786 5.529  0.0104
H -0.338 0.350 -4.853  0.0432
H 2.654 -1.123 -1.897  0.0050
H -3.784 1.508 0.207  0.0756
H -3.958 -8.921 -3.379  -0.0179
H 6.456 -5.112 2.611  -0.0620
H 5.450 -5.785 1.361  0.0213
H -0.976 2.570 -2.016  0.0972
H 0.104 -4.593 -1.535  0.0111
H 1.509 3.267 -1.417  -0.0532
H -3.937 3.745 -0.252  0.1283
H 5.730 -2.696 1.822  0.1676
H 7.504 -3.631 0.671  0.0222